ORCA calculation (ωB97M-V/def2-TZVPD) on the ion C4H10N3 with charge +1.

Properties
**Max |F|**: 5.138 eV/Å
**E_tot**: -322.38540 a.u.
**Energy above the lowest of the compared OMol25 structures with the same formula, charge and spin**: 2.046 eV
**HOMO level**: -14.09 eV
**LUMO level**: -0.122 hartree
**SMILES**: N/C=[NH+]/C1(N)CC1
**Frontier orbital gap**: 10.78 eV

ORCA input file:
```
! wB97M-V def2-TZVPD RIJCOSX def2/J DEFGRID3
* xyz 1 1
N 2.95703 -0.28907 0.05252
C 1.73471 0.17800 0.12202
N 0.66869 -0.48463 -0.23090
C -0.64706 0.02012 -0.08199
N -0.50371 1.82462 -0.02809
C -1.84377 -0.64037 -0.65309
C -1.63982 -0.60172 0.84030
H 3.74032 0.29126 0.30998
H 3.16271 -1.22165 -0.27797
H 1.55416 1.19451 0.46690
H 0.74567 -1.43869 -0.57475
H -1.30914 2.11790 0.51373
H -0.66544 2.09806 -0.99279
H -1.70652 -1.57654 -1.17524
H -2.62059 -0.02136 -1.07684
H -2.26949 0.05239 1.42271
H -1.35776 -1.50283 1.36350
*
```